Entry 1:
C22H24I2N3OPd as an isolated structure, computed with wB97M-V/def2-TZVPD.

Last column: natural (NBO) charge in e.
Atoms and positions in Å:
Pd1 1.2791 0.2139 0.1126  0.86
I1 -3.7892 0.5457 -5.8318  0.63
C1 -2.4667 0.9836 -4.3738  -0.02
C2 -1.6313 2.1141 -4.5043  -0.33
C3 -0.7687 2.4367 -3.5003  -0.16
I2 0.4993 4.0172 -3.6260  0.49
C4 -0.7656 1.6272 -2.2300  0.55
O1 -0.1591 1.9882 -1.2453  -0.49
C5 -1.5649 0.3688 -2.1997  -0.02
C6 -1.5371 -0.4872 -0.9602  -0.27
N1 -0.2107 -1.0778 -0.6250  -0.58
C7 0.4135 -1.8354 -1.7438  -0.28
C8 1.3034 -0.9484 -2.5788  0.19
C9 1.4400 -1.0988 -3.9473  -0.23
C10 2.3621 -0.3082 -4.6230  -0.11
C11 3.1067 0.6182 -3.9102  -0.23
C12 2.8991 0.7249 -2.5453  0.07
N2 2.0183 -0.0415 -1.8930  -0.54
C13 -2.3913 0.1012 -3.2232  -0.23
H1 -1.6859 2.7126 -5.4041  0.28
H2 -2.2556 -1.2983 -1.1008  0.23
H3 -1.8613 0.1054 -0.1030  0.26
H4 -0.3893 -1.7236 0.1402  0.43
H5 -0.3450 -2.3265 -2.3576  0.23
H6 1.0279 -2.6210 -1.2989  0.26
H7 0.8605 -1.8482 -4.4708  0.25
H8 2.5053 -0.4254 -5.6891  0.26
H9 3.8477 1.2389 -4.3937  0.26
H10 3.4652 1.4291 -1.9489  0.22
H11 -3.0325 -0.7718 -3.2116  0.26
C14 2.4646 2.8084 2.9618  -0.42
N3 1.0898 3.3734 3.0754  -0.33
C15 1.0787 4.8520 2.8580  -0.42
C16 0.0954 2.6644 2.1730  -0.23
C17 -0.0780 1.2308 2.5968  -0.16
C18 -0.6713 1.0096 3.8429  -0.20
C19 -0.7563 -0.2587 4.3887  -0.18
C20 -0.2443 -1.3365 3.6813  -0.16
C21 0.3032 -1.1354 2.4213  -0.30
C22 0.3904 0.1395 1.8563  -0.11
H12 3.1403 3.3846 3.5883  0.26
H13 2.7796 2.8906 1.9217  0.21
H14 2.4524 1.7708 3.2847  0.25
H15 0.7731 3.1953 4.0319  0.44
H16 1.3927 5.0522 1.8361  0.23
H17 1.7686 5.3178 3.5565  0.25
H18 0.0719 5.2273 3.0218  0.24
H19 0.4558 2.7862 1.1518  0.22
H20 -0.8368 3.2190 2.2815  0.24
H21 -1.0801 1.8494 4.3987  0.22
H22 -1.2175 -0.4058 5.3555  0.26
H23 -0.2824 -2.3324 4.1021  0.25
H24 0.6980 -2.0010 1.8955  0.22

Values from the calculation:
gap between HOMO and LUMO: 5.0 eV
net charge: +3
total energy: -1814.465566 a.u.
LUMO: -12.05 eV
energy relative to the best compared isomer or geometry (same formula, charge and spin): 0.0 kJ/mol

Entry 2:
C8H16Cl2InN2O as an isolated structure in a non-equilibrium geometry, computed with wB97M-V/def2-TZVPD.

Last column: Mulliken charge in e.
Atoms and positions in Å:
In1 -1.5619 -1.8877 0.1622  0.68
Cl1 -1.5152 -1.0255 2.3923  -0.60
Cl2 0.2258 -3.2909 -0.6711  -0.63
C1 -2.2790 -3.8383 1.0235  -1.11
H1 -1.4987 -4.5770 1.2231  0.24
H2 -2.8143 -3.5669 1.9413  0.27
C2 -0.8040 0.6961 -1.5657  -0.25
C3 -1.6284 0.1369 -0.7591  -0.26
H3 0.0774 0.1854 -1.9826  0.52
C4 -2.8021 0.8460 -0.1217  -0.45
H4 -2.9427 -4.1969 0.2245  0.27
C5 -3.1944 2.1486 -0.8239  -0.89
H5 -3.6625 0.1641 -0.0741  0.38
H6 -2.5196 1.0736 0.9263  0.32
C6 -1.9378 2.9644 -1.1846  -0.70
H7 -3.8154 1.9437 -1.7039  0.33
H8 -3.8190 2.7558 -0.1649  0.34
C7 -0.9264 2.1497 -2.0048  -0.57
H9 -2.1952 3.8925 -1.7155  0.32
H10 -1.4719 3.2629 -0.2316  0.29
H11 -1.2314 2.1185 -3.0627  0.28
H12 0.0468 2.6626 -1.9505  0.20
N1 2.7783 -1.0051 1.3228  -0.46
C8 2.1977 -0.1929 0.3858  0.37
N2 2.9214 0.9661 0.1157  -0.57
O1 1.1556 -0.5024 -0.1684  -0.28
H13 3.7560 -0.8700 1.5134  0.20
H14 2.4191 -1.9495 1.3044  0.25
H15 2.3752 1.6071 -0.4413  0.27
H16 3.3648 1.3967 0.9218  0.22

Values from the calculation:
gap between HOMO and LUMO: 7.2 eV
net charge: -1
total energy: -1609.813184 a.u.
LUMO: 2.96 eV
energy relative to the best compared isomer or geometry (same formula, charge and spin): 0.0 kJ/mol